No. 1
This record from the OMol25 dataset describes 3 unconnected molecules or ions with the total composition C5H18NO2. The level of theory is ωB97M-V/def2-TZVPD.

The value obtained for the largest force on an atom is 4.65 eV/A. The lowest unoccupied orbital energy (alpha / beta) comes out at 0.67 / 0.47 eV. Its HOMO energy (alpha / beta) is -3.09 / -10.83 eV. The value obtained for the relative energy (zero: lowest compared OMol25 entry of this formula, charge and spin) is 40.2 kcal/mol. The value obtained for the orbital gap (alpha / beta) is 0.13828 / 0.41552 Ha. Its spin multiplicity is 2. The total energy is -406.36262 a.u.

Each line ends with the Mulliken spin population.
Element x y z (Å)
C1 0.76144 -1.35948 1.56762  0.351
C2 1.19791 -0.63417 0.28367  0.337
C3 0.01880 -0.41839 -0.60874  0.433
C4 -0.23640 -1.69647 -1.30139  -0.021
C5 -1.29240 0.22769 -0.12637  0.339
N1 1.60834 0.79023 1.03124  1.019
H1 0.27865 -2.41314 1.38973  -0.003
H2 -0.04511 -0.84339 2.21931  -0.025
H3 1.72120 -1.46591 2.17013  -0.228
H4 2.15520 -0.91725 -0.20266  0.124
H5 0.54140 0.28072 -1.40006  -0.011
H6 -0.45149 -1.59119 -2.37548  -0.019
H7 -1.07393 -2.19165 -0.84852  -0.010
H8 0.65558 -2.33897 -1.19441  -0.008
H9 -2.04528 0.07283 -0.96940  -0.012
H10 -1.22008 1.27934 -0.01216  -0.165
H11 -1.76547 -0.22077 0.71905  -0.006
H12 1.11097 0.82069 1.98024  -0.257
H13 1.28099 1.66540 0.42062  -0.208
H14 2.69703 0.77211 1.16219  -0.641
H15 0.00760 2.10199 3.59094  0.008
H16 -0.37150 3.36225 2.74050  -0.021
O1 0.01875 2.46743 2.65981  0.025
H17 -1.27760 0.68723 -3.67973  -0.007
H18 -1.83722 -0.45288 -4.45162  0.002
O2 -1.80818 -0.07418 -3.58057  0.003



No. 2
This record from the OMol25 dataset describes 3 unconnected molecules or ions with the total composition C5H18NO2. The level of theory is ωB97M-V/def2-TZVPD.

The total charge is +1. The value obtained for the largest force on an atom is 5.60 eV/A. The lowest unoccupied orbital energy comes out at -3.13 eV. Its HOMO energy is -14.28 eV. The value obtained for the relative energy (zero: lowest compared OMol25 entry of this formula, charge and spin) is 65.6 kcal/mol. The value obtained for the orbital gap is 0.40978 Ha. The total energy is -406.21727 a.u.

Each line ends with the Mulliken charge.
Element x y z (Å)
C1 -0.90875 0.14081 0.18534  -1.125
C2 0.22996 1.08003 0.47362  0.956
C3 -0.11715 2.51627 0.14816  -1.441
C4 1.36071 0.52067 -0.46125  -0.070
C5 2.59692 1.37691 -0.58015  -1.270
N1 -1.04103 -1.19120 1.06486  -0.310
H1 -1.96937 0.78991 0.21899  0.324
H2 -1.15767 -0.05189 -0.81701  0.466
H3 0.65080 1.01074 1.50657  0.245
H4 0.52305 3.38858 -0.02364  0.354
H5 -0.96377 3.00553 0.81651  0.305
H6 -0.61820 2.53227 -1.00414  0.271
H7 0.91414 0.23243 -1.43662  0.407
H8 1.67910 -0.48463 -0.08699  -0.285
H9 2.85841 2.04927 0.20102  0.367
H10 2.40915 1.93289 -1.57056  0.276
H11 3.56541 0.79822 -0.62058  0.355
H12 -1.95435 -1.09442 1.59602  0.349
H13 -0.21187 -1.34435 1.79927  0.435
H14 -1.07476 -1.97104 0.38208  0.365
H15 -3.00123 -2.00469 -1.42245  0.318
H16 -4.03894 -1.34451 -0.58350  0.291
O1 -3.05918 -1.51591 -0.53111  -0.594
H17 1.47670 -2.75566 0.26794  0.325
H18 1.11718 -4.20616 0.11551  0.299
O2 0.73475 -3.41005 0.36211  -0.613



No. 3
This record from the OMol25 dataset describes 3 unconnected molecules or ions with the total composition C5H18NO2. The level of theory is ωB97M-V/def2-TZVPD.

The total charge is +1. The value obtained for the largest force on an atom is 2.16 eV/A. The lowest unoccupied orbital energy comes out at -3.02 eV. Its HOMO energy is -14.77 eV. The value obtained for the relative energy (zero: lowest compared OMol25 entry of this formula, charge and spin) is 13.9 kcal/mol. The value obtained for the orbital gap is 0.43186 Ha. The total energy is -406.29963 a.u.

Each line ends with the Mulliken charge.
Element x y z (Å)
C1 -2.28227 -0.18137 -0.22726  -1.522
C2 -0.95828 0.58124 -0.51201  0.457
C3 0.19053 -0.35022 -0.82941  -0.936
C4 1.47978 0.37493 -1.18563  -0.480
C5 1.44261 1.29188 -2.40610  -1.258
N1 -0.68566 1.45479 0.68638  -0.114
H1 -3.11577 0.31266 -0.68862  0.382
H2 -2.15540 -1.21088 -0.53472  0.358
H3 -2.56415 -0.22157 0.83034  0.422
H4 -1.21915 1.15552 -1.39142  0.277
H5 -0.13367 -1.00220 -1.60095  0.547
H6 0.34325 -1.03120 0.01335  0.215
H7 2.25119 -0.35199 -1.37106  0.444
H8 1.82605 0.87749 -0.27557  0.299
H9 2.45595 1.46709 -2.74489  0.362
H10 1.10899 2.29417 -2.09058  0.305
H11 0.73941 1.07572 -3.20554  0.306
H12 -0.19591 2.33065 0.48474  0.411
H13 -1.53108 1.69425 1.19580  0.406
H14 -0.05236 0.93928 1.28558  0.133
H15 1.37853 -0.23432 3.54972  0.284
H16 1.72100 -1.11917 2.44526  0.287
O1 1.29740 -0.26227 2.58470  -0.596
H17 0.19726 -3.40256 2.43561  0.294
H18 -1.19093 -3.47536 1.79234  0.294
O2 -0.34733 -3.00652 1.75995  -0.580



No. 4
This record from the OMol25 dataset describes 3 unconnected molecules or ions with the total composition C5H18NO2. The level of theory is ωB97M-V/def2-TZVPD.

The total charge is +1. The value obtained for the largest force on an atom is 2.82 eV/A. The lowest unoccupied orbital energy comes out at -3.05 eV. Its HOMO energy is -14.73 eV. The value obtained for the relative energy (zero: lowest compared OMol25 entry of this formula, charge and spin) is 23.5 kcal/mol. The value obtained for the orbital gap is 0.42912 Ha. The total energy is -406.28435 a.u.

Each line ends with the Mulliken charge.
Element x y z (Å)
C1 0.16201 0.86484 -0.62504  -1.193
C2 -0.26222 -0.49769 -0.04213  1.026
C3 0.95106 -1.30317 0.36307  -1.547
C4 -1.13948 -1.21768 -1.06152  -1.041
C5 -2.04235 -2.33227 -0.55469  -1.265
N1 0.91063 1.56408 0.46059  -0.048
H1 0.74474 0.50051 -1.48749  0.363
H2 -0.66941 1.33815 -1.13750  0.387
H3 -0.94271 -0.31854 0.81744  0.441
H4 0.79025 -2.39153 0.24014  0.357
H5 1.43756 -1.22398 1.32513  0.322
H6 1.79695 -1.31151 -0.35359  0.383
H7 -0.52373 -1.55049 -1.89893  0.420
H8 -1.81245 -0.44822 -1.47023  0.372
H9 -2.43202 -2.27797 0.45947  0.337
H10 -1.43669 -3.24767 -0.56470  0.316
H11 -2.88549 -2.40115 -1.23658  0.370
H12 1.09104 2.57526 0.22745  0.403
H13 1.83992 1.14853 0.49493  0.357
H14 0.39036 1.48978 1.33648  0.282
H15 0.46419 3.43591 -2.02678  0.335
H16 1.89461 2.79779 -2.08004  0.324
O1 1.21292 3.14588 -1.50418  -0.667
H17 0.33781 -0.06797 2.96651  0.314
H18 0.15420 0.93365 4.14741  0.318
O2 -0.03167 0.79545 3.20480  -0.666



No. 5
This record from the OMol25 dataset describes 2 unconnected molecules or ions with the total composition C5H18Si3. The level of theory is ωB97M-V/def2-TZVPD.

The value obtained for the largest force on an atom is 2.73 eV/A. The lowest unoccupied orbital energy (alpha / beta) comes out at -0.38 / -0.82 eV. Its HOMO energy (alpha / beta) is -7.31 / -7.22 eV. The value obtained for the relative energy (zero: lowest compared OMol25 entry of this formula, charge and spin) is 90.6 kcal/mol. The value obtained for the orbital gap (alpha / beta) is 0.25473 / 0.23545 Ha. The total energy is -1069.54388 a.u.

Each line ends with the Mulliken charge.
Element x y z (Å)
C1 1.26900 -0.88387 2.13166  -1.415
C2 2.32652 -0.58786 -0.21386  -1.480
C3 3.66668 0.13326 1.69127  -1.631
C4 -3.53001 -1.44220 -1.32615  -0.881
C5 2.24320 -0.00785 1.18020  1.289
Si1 -3.01128 0.07444 -2.26513  0.249
Si2 1.32099 1.67146 0.98758  0.102
Si3 -4.04430 2.06931 -1.63365  0.113
H1 0.37355 -1.41906 1.64085  0.241
H2 1.93131 -1.61657 2.60870  0.351
H3 0.85024 -0.17600 2.79506  0.480
H4 2.62258 -1.67104 -0.24021  0.356
H5 3.00863 0.12183 -0.76638  0.412
H6 1.28519 -0.71685 -0.67500  0.272
H7 4.42654 0.85062 1.16062  0.334
H8 3.75473 0.32570 2.71205  0.478
H9 4.29913 -0.77586 1.60509  0.369
H10 -3.20257 -1.48319 -0.28503  0.320
H11 -4.66329 -1.63261 -1.28873  0.293
H12 -2.86948 -2.20157 -1.86569  0.230
H13 -1.53550 0.24233 -2.65557  -0.070
H14 -3.47440 -0.42620 -3.56997  -0.132
H15 -0.07679 1.57946 0.55173  -0.084
H16 2.43978 2.52403 0.54286  -0.073
H17 -3.87218 3.23037 -0.77675  -0.073
H18 -5.53826 2.21792 -2.04556  -0.051



No. 6
This record from the OMol25 dataset describes 4 unconnected molecules or ions with the total composition C5H19N2O4. The level of theory is ωB97M-V/def2-TZVPD.

The total charge is -1. The value obtained for the largest force on an atom is 1.35 eV/A. The lowest unoccupied orbital energy comes out at 3.63 eV. Its HOMO energy is -5.01 eV. The value obtained for the relative energy (zero: lowest compared OMol25 entry of this formula, charge and spin) is 0.0 kcal/mol. The value obtained for the orbital gap is 0.31767 Ha. The total energy is -612.41700 a.u.

Each line ends with the Mulliken charge.
Element x y z (Å)
C1 0.25034 -1.55557 -0.82493  -0.465
N1 0.25589 -0.39169 -1.74101  -0.357
C2 1.62955 0.06900 -2.01706  -0.768
C3 2.27481 0.89466 -0.89213  0.011
O1 1.74412 2.20052 -0.82649  -0.669
C4 -0.94195 -1.55410 0.14797  -0.852
N2 -0.66692 -0.68659 1.28933  -0.081
C5 -1.74530 -0.72798 2.26392  -1.020
H1 1.18695 -1.63113 -0.26210  0.299
H2 0.16793 -2.44956 -1.48271  0.284
H3 -0.28520 0.35152 -1.31415  0.124
H4 1.54964 0.68239 -2.91725  0.340
H5 2.26291 -0.79999 -2.26356  0.378
H6 2.15544 0.40257 0.07950  -0.067
H7 3.34481 1.05271 -1.10802  0.343
H8 -1.09295 -2.57733 0.53074  0.551
H9 -1.84486 -1.26606 -0.41253  0.334
H10 -0.57228 0.30895 0.92365  0.193
H11 -1.90100 -1.75590 2.59090  0.340
H12 -2.70270 -0.32280 1.88240  0.302
H13 -1.50337 -0.09129 3.10866  0.318
H14 -2.07902 1.91225 -0.71454  0.441
H15 -2.68163 1.30947 -2.01028  0.276
O2 -2.94903 1.79956 -1.22252  -0.727
H16 0.74244 2.22606 -0.54596  0.410
H17 -0.79726 3.00022 0.44499  0.128
O3 -0.63437 2.16954 -0.04889  -1.004
H18 2.02672 -0.23418 2.69662  0.285
H19 0.98709 -1.16468 2.05450  0.397
O4 1.81921 -1.17059 2.59094  -0.745